No. 1
{
  "formula": "C4H14N3O",
  "method": "ωB97M-V/def2-TZVPD",
  "charge": 1,
  "e_homo_ev": -14.21,
  "homo_lumo_gap_ev": 11.448,
  "de_lowest_kcal_mol": 54.1,
  "elements": ["C", "O", "H", "H", "H", "H", "C", "C", "C", "N", "N", "N", "H", "H", "H", "H", "H", "H", "H", "H", "H", "H"],
  "coordinates": [[-1.386, -1.876, -1.703], [-1.725, -0.491, -1.232], [-2.136, -0.226, -2.052], [-1.097, -1.949, -2.736], [-2.223, -2.569, -1.371], [-0.613, -2.300, -1.119], [0.935, 1.622, -0.187], [0.847, 2.069, -1.656], [0.410, -0.319, 1.282], [0.080, 0.477, 0.286], [1.640, -0.037, 1.942], [-0.538, -1.163, 1.895], [2.023, 1.545, 0.157], [0.562, 2.362, 0.417], [-0.205, 2.217, -1.843], [1.087, 1.220, -2.351], [-0.901, 0.281, -0.133], [2.425, 0.515, 1.518], [2.006, -0.643, 2.700], [-1.330, -1.343, 1.231], [-0.138, -2.100, 2.180], [1.240, 3.000, -2.018]],
  "forces_ev_per_angstrom": [[-1.8313, -0.5175, 2.1863], [0.0999, -2.4989, -1.7142], [-0.6313, 1.1930, 0.0239], [-0.2815, 0.2868, -0.4270], [0.4823, 0.9721, -1.1777], [1.4212, 0.2221, 0.6589], [1.9928, -0.5948, -0.1499], [-1.5807, -2.7233, -0.5393], [2.0403, 1.8447, 1.8472], [-0.4155, -1.0431, -0.5230], [-0.4068, -1.2949, -0.3173], [1.1323, -1.0376, -1.8078], [-1.5694, -0.4235, -0.8039], [-0.7052, 2.4112, 1.3238], [-0.7081, 0.0367, -0.1137], [0.2848, 0.8930, 0.5889], [2.0202, 0.5784, 0.0663], [-1.7405, -0.9436, 0.3208], [-0.9311, 0.4661, -0.8825], [0.8276, 0.3034, 0.9962], [-0.5291, 1.5891, -0.2069], [1.0290, 0.2806, 0.6510]]
}

No. 2
{
  "formula": "C22H42Cl3N2O3PbSSi",
  "method": "ωB97M-V/def2-TZVPD",
  "charge": -1,
  "e_homo_ev": -4.67,
  "homo_lumo_gap_ev": 7.196,
  "de_lowest_kcal_mol": 0.0,
  "elements": ["C", "C", "H", "H", "H", "C", "C", "H", "H", "H", "H", "Pb", "Cl", "Cl", "C", "O", "N", "C", "C", "H", "H", "H", "H", "H", "H", "H", "H", "H", "C", "C", "N", "H", "C", "O", "H", "H", "H", "H", "O", "C", "C", "C", "H", "C", "H", "C", "H", "C", "C", "H", "H", "H", "Si", "Cl", "C", "C", "C", "H", "H", "H", "H", "H", "H", "H", "H", "H", "C", "S", "C", "H", "H", "H", "H", "H", "H"],
  "coordinates": [[1.601, -0.733, -3.076], [1.074, 0.663, -2.971], [1.451, -1.167, -4.073], [1.102, -1.367, -2.321], [2.686, -0.790, -2.863], [0.576, 1.372, -3.979], [0.426, 0.909, -5.395], [0.301, 2.419, -3.818], [0.621, -0.164, -5.534], [1.071, 1.458, -6.102], [-0.605, 1.099, -5.724], [0.247, -0.771, 1.156], [2.669, 0.283, 1.227], [0.503, -2.927, -0.284], [0.412, 2.869, 1.963], [-0.416, 1.955, 2.093], [0.153, 4.171, 2.202], [-1.175, 4.606, 2.619], [1.184, 5.185, 2.107], [1.452, 2.670, 1.642], [-1.835, 3.741, 2.682], [-1.577, 5.330, 1.903], [-1.122, 5.111, 3.589], [2.113, 4.736, 1.738], [1.359, 5.630, 3.093], [0.866, 5.969, 1.414], [-1.555, -0.988, -2.568], [-2.289, 1.515, -2.980], [-2.431, -1.094, -1.923], [-3.182, 1.212, -2.423], [-2.827, 0.214, -1.435], [-2.176, -1.730, -1.075], [-2.760, 0.518, -0.127], [-2.449, -0.295, 0.767], [-3.602, 2.086, -1.919], [-3.004, 1.577, 0.077], [-3.253, -1.527, -2.500], [-3.920, 0.799, -3.117], [0.078, 0.580, -0.829], [1.065, 1.191, -1.539], [-0.178, 3.434, -1.310], [1.015, 2.726, -1.417], [-1.123, 2.885, -1.252], [-0.169, 4.828, -1.316], [2.063, 0.892, -1.133], [2.224, 3.431, -1.475], [-1.108, 5.392, -1.270], [1.037, 5.529, -1.423], [2.236, 4.822, -1.490], [3.151, 2.870, -1.558], [1.050, 6.622, -1.437], [3.188, 5.352, -1.580], [0.446, -6.932, 0.251], [0.708, -6.303, -1.737], [-1.395, -6.792, 0.582], [1.610, -5.781, 1.145], [0.915, -8.730, 0.615], [-1.746, -5.805, 0.247], [-1.627, -6.898, 1.652], [-1.947, -7.572, 0.032], [0.270, -9.457, 0.106], [0.825, -8.937, 1.689], [1.950, -8.958, 0.342], [1.364, -4.745, 0.837], [2.651, -5.973, 0.833], [1.538, -5.832, 2.240], [-0.511, -2.025, 5.347], [-1.053, -0.663, 4.310], [0.095, 0.601, 4.878], [-0.541, -2.936, 4.738], [-1.216, -2.115, 6.180], [0.507, -1.848, 5.712], [0.416, 0.377, 5.899], [0.958, 0.667, 4.203], [-0.434, 1.559, 4.861]],
  "forces_ev_per_angstrom": [[-0.0534, -0.5261, 0.0643], [-0.0989, 0.3984, 0.1796], [0.0001, 0.0195, 0.3034], [0.2384, 0.1862, -0.3400], [-0.4211, 0.2206, 0.0204], [0.3080, 0.2565, -0.4036], [-0.2034, -0.1292, -0.5156], [-0.0849, -0.3014, 0.1316], [-0.0607, 0.3976, 0.0887], [-0.0859, -0.0941, 0.2597], [0.1111, -0.0839, -0.0600], [-0.1497, 1.3138, -0.9740], [0.4592, 0.0158, 0.3207], [-0.0997, -0.2582, -0.3767], [-0.5729, -1.1285, 0.0177], [0.8160, 1.1356, -0.0533], [-0.3776, 0.1094, 0.1967], [0.3501, -0.0042, -0.1230], [-0.0935, -0.1587, -0.0146], [-0.2702, -0.0314, 0.0517], [0.1452, 0.0718, -0.0218], [0.0086, -0.0889, -0.0717], [0.0101, -0.1109, 0.0340], [-0.2402, 0.1020, 0.0513], [0.0590, 0.0103, -0.0764], [0.1234, -0.0392, 0.0205], [0.0168, -0.0272, 0.1121], [-0.0535, -0.0014, -0.0684], [0.1261, 0.1715, 0.0240], [0.3198, -0.1060, 0.2502], [-0.4325, 0.0941, 0.3071], [-0.0161, 0.0690, -0.1873], [0.6755, -1.2521, 0.4719], [-0.5607, 1.2362, -1.0460], [0.0115, -0.0660, -0.1121], [0.0077, -0.2112, 0.1544], [-0.0103, -0.0662, 0.0415], [0.0148, 0.0841, 0.0465], [-1.0053, -0.7620, 0.8825], [1.0392, -0.0430, 0.6111], [-0.1748, 0.0593, -0.0488], [0.4711, -0.4428, -0.3962], [0.3996, 0.0950, 0.0487], [0.0844, 0.3137, -0.0623], [-0.2338, 0.3793, -0.1529], [-0.4069, 0.1339, -0.1578], [0.2865, -0.2532, 0.0278], [-0.1348, -0.0316, 0.1172], [0.1221, -0.0156, -0.0326], [-0.0825, 0.0414, 0.0699], [-0.0719, -0.2957, -0.0190], [-0.2887, -0.0960, 0.0827], [0.1795, 0.0708, 0.1773], [-0.0549, -0.6257, 0.1196], [-0.0432, 0.2549, 0.0073], [-0.1444, 0.2993, 0.1176], [0.1034, -0.1225, -0.3271], [0.0287, -0.2512, 0.1139], [0.0850, 0.0140, -0.2265], [0.2202, 0.2614, 0.1340], [0.0616, 0.1734, -0.0225], [-0.0533, 0.2407, -0.0917], [-0.0844, 0.0814, -0.0316], [0.1543, -0.5415, 0.1858], [-0.3600, -0.0501, 0.1447], [0.0708, -0.1176, -0.2063], [-0.1692, -0.3262, 0.0738], [-0.2171, 0.2564, 0.0308], [0.1461, 0.4112, -0.1061], [0.0999, 0.0988, 0.2721], [0.3369, -0.1862, 0.0166], [-0.2772, -0.1765, -0.1312], [-0.0619, 0.1075, -0.1478], [-0.1232, -0.0173, 0.2166], [0.1821, -0.1453, 0.0070]]
}

No. 3
{
  "formula": "C6H15N2",
  "method": "ωB97M-V/def2-TZVPD",
  "charge": 1,
  "e_homo_ev": -12.47,
  "homo_lumo_gap_ev": 9.070,
  "smiles": "C=CCCNCC[NH3+]",
  "de_lowest_kcal_mol": 40.2,
  "elements": ["C", "N", "C", "C", "C", "C", "C", "N", "H", "H", "H", "H", "H", "H", "H", "H", "H", "H", "H", "H", "H", "H", "H"],
  "coordinates": [[1.428, -1.030, -1.148], [0.236, -0.901, -0.324], [-0.337, 0.451, -0.288], [-1.524, 0.509, 0.686], [-2.738, 1.135, 0.060], [-3.015, 2.429, 0.149], [2.651, -0.711, -0.291], [2.463, -1.391, 1.039], [1.519, -2.039, -1.539], [1.439, -0.335, -1.996], [-0.446, -1.612, -0.550], [0.470, 1.095, 0.064], [-0.634, 0.788, -1.280], [-1.795, -0.529, 0.904], [-1.289, 0.923, 1.667], [-3.222, 0.561, -0.730], [-3.798, 2.944, -0.391], [-2.405, 3.048, 0.803], [2.690, 0.344, -0.035], [3.594, -0.983, -0.760], [2.845, -2.334, 1.100], [1.438, -1.375, 1.212], [2.932, -0.844, 1.762]],
  "forces_ev_per_angstrom": [[0.0042, 0.2793, -0.0099], [0.2716, -0.3454, 0.1088], [0.1695, -0.1415, 0.5273], [-0.6392, -0.8872, 0.0076], [0.4467, 0.8420, -0.9398], [0.2544, 0.1056, 0.4641], [-0.1193, 0.1957, 0.0971], [0.8202, 0.2626, 0.3398], [-0.1059, -0.1482, -0.0563], [-0.0330, -0.1435, -0.0220], [-0.1101, 0.1817, -0.1057], [-0.0975, 0.3071, -0.1177], [-0.0358, 0.0283, -0.1361], [0.0570, -0.0961, 0.0730], [0.1604, 0.3539, -0.2062], [-0.2219, -0.2042, 0.3676], [-0.0353, -0.2514, -0.0597], [-0.1948, 0.0323, 0.0873], [-0.0171, 0.1366, -0.1878], [-0.0485, -0.1772, 0.1715], [-0.2103, -0.0907, -0.1907], [-0.2468, -0.1173, -0.3079], [-0.0685, -0.1225, 0.0955]]
}

Number 1: strongest force on any atom 3.31 eV/A. Number 2: strongest force on any atom 1.71 eV/A. Number 3: strongest force on any atom 1.34 eV/A.